[1]
Computed, not measured: a cluster of 2 separate species, C2H2N3S2 in total, with wB97M-V/def2-TZVPD.

For the total energy, the calculation gives -28233.9085 eV. Its relative energy (zero: lowest compared OMol25 entry of this formula, charge and spin) is 61.5 kcal per mole. The largest force on an atom comes out at 5.264 eV/A. The net charge is +1.

Geometry (Å):
C1 -1.51845 -1.91281 1.94317
C2 -0.78698 -0.98482 2.19740
H1 -2.19368 -2.72768 1.92764
S1 1.18203 0.56528 -3.01652
N1 1.03779 0.62654 2.08762
N2 0.77232 2.00473 -3.43794
N3 0.14472 -0.07780 2.09663
H2 0.36703 2.45838 -2.64811
S2 0.99521 0.04818 -1.14989


[2]
Computed, not measured: a cluster of 3 separate species, C2H2N4 in total, with wB97M-V/def2-TZVPD.

For the total energy, the calculation gives -8065.6727 eV. Its relative energy (zero: lowest compared OMol25 entry of this formula, charge and spin) is 10.6 kcal per mole. The largest force on an atom comes out at 4.056 eV/A.

Geometry (Å):
C1 0.78346 -1.56228 0.21577
N1 2.30516 2.99493 -0.42836
N2 -3.33924 -2.14568 -0.26967
N3 0.10422 -0.63039 0.37167
H1 1.58716 -2.18415 -0.12636
N4 -3.14475 -1.23763 0.34546
H2 0.38711 2.29590 0.08740
C2 1.31687 2.46931 -0.19591


[3]
Computed, not measured: a cluster of 2 separate species, C2H2N4 in total, with wB97M-V/def2-TZVPD.

For the total energy, the calculation gives -8033.6612 eV. Its relative energy (zero: lowest compared OMol25 entry of this formula, charge and spin) is 127.3 kcal per mole. The largest force on an atom comes out at 6.698 eV/A. The net charge is +2.

Geometry (Å):
C1 -2.95691 -0.27083 -0.13102
N1 1.60604 0.48018 -0.38238
N2 -0.62292 0.22449 0.09542
N3 -1.82093 -0.00865 -0.03858
C2 3.27934 -0.54993 0.08804
H1 3.92532 0.31666 0.53699
H2 -3.92074 -0.57415 -0.04917
N4 0.51080 0.38223 -0.11930


[4]
Computed, not measured: the molecule C2H2N4OS, with wB97M-V/def2-TZVPD.

For the total energy, the calculation gives -20945.5675 eV. Its relative energy (zero: lowest compared OMol25 entry of this formula, charge and spin) is 55.0 kcal per mole. The largest force on an atom comes out at 4.521 eV/A.

Geometry (Å):
O1 -0.78862 -1.18198 -0.89984
C1 0.32768 0.14208 1.04895
H1 1.69129 1.53901 2.21798
N1 0.63494 0.60981 -0.12201
N2 -0.47913 -1.04327 1.32727
N3 -0.95950 -1.62191 0.37276
H2 -0.97998 0.24666 -2.99510
S1 0.71229 0.64101 2.63434
C2 -0.08400 0.04422 -1.23731
N4 -0.07496 0.62437 -2.34704


Q: Among the records above, which one has the lowest total energy?
A: C2H2N3S2